C4H8NOS | ωB97M-V/def2-TZVPD

Properties
Energy (a.u.): -685.41697
ΔE to the lowest compared entry with this formula, charge and spin (eV): 1.0645
Structure (SMILES): CC(=O)NCC[S-]
E_LUMO (eV): 3.48
HOMO level (Eh): -0.0932
Total charge: -1

Geometry (Å):
C (0.590, -2.485, -0.951)
C (0.077, -2.087, 0.467)
O (-0.099, -2.985, 1.259)
N (-0.197, -0.758, 0.728)
C (0.457, 0.369, -0.092)
C (-0.219, 1.610, 0.380)
S (-0.387, 3.050, -0.785)
H (1.015, -3.377, -1.032)
H (1.328, -1.771, -1.315)
H (-0.310, -2.499, -1.655)
H (-0.129, -0.535, 1.723)
H (1.591, 0.307, 0.003)
H (0.154, 0.285, -1.191)
H (-1.186, 1.532, 0.857)
H (0.468, 2.003, 1.177)